(1)
The following is a DFT calculation (ωB97M-V/def2-TZVPD) of a molecular structure, C30H30BrGeN3O2Tl.

Properties
**LUMO energy (spin up / spin down)**: 0.0 / -0.2 eV
**F_max**: 0.92 eV/Å
**E_HOMO (spin up / spin down)**: -5.4 / -6.9 eV
**Electronic energy**: -171411.680 eV

Structure (ORCA input):
```
! wB97M-V def2-TZVPD RIJCOSX def2/J DEFGRID3
* xyz 0 2
Tl -1.16164 -0.42047 0.23629
C -1.81746 -2.01424 5.30483
O -2.36924 -2.79460 4.23355
C -2.18044 -2.27927 3.01250
O -1.60981 -1.23451 2.79249
N -2.73101 -3.09950 2.07634
N -2.58848 -2.81746 0.72502
H -2.14865 -2.49626 6.21845
H -2.18103 -0.99022 5.25443
H -0.73016 -2.00932 5.24478
H -3.14166 -3.96308 2.38901
H -3.48879 -2.73320 0.27278
H -2.02652 -3.51930 0.26255
C -4.68145 3.47365 0.67615
C -3.42640 3.53960 1.26503
C -2.56009 2.45430 1.17978
C -2.93826 1.29579 0.51175
C -4.19751 1.23886 -0.07344
C -5.06973 2.32102 0.00866
H -5.35379 4.32072 0.73621
H -3.11695 4.43861 1.78648
H -1.58172 2.51957 1.64932
H -4.52050 0.34339 -0.59957
H -6.05015 2.26351 -0.45144
Br -0.09900 -0.49201 -6.65619
C -0.71786 -0.80715 -4.89940
C -1.69329 0.01009 -4.35375
C -2.11260 -0.25732 -3.06311
N -1.62734 -1.25676 -2.32202
C -0.68427 -2.02580 -2.87032
C -0.19583 -1.84866 -4.15147
H -2.10251 0.83900 -4.91269
H -2.86130 0.36910 -2.58911
H -0.28418 -2.81127 -2.23816
H 0.57502 -2.49291 -4.54839
C 2.97633 -3.02520 0.53520
Ge 1.75701 -1.41585 0.48490
C 2.47769 -0.27760 1.96583
C 3.84795 -0.06586 2.09487
C 4.35687 0.70895 3.12792
C 3.49706 1.28996 4.04969
C 2.12870 1.09531 3.93163
C 1.62732 0.31295 2.89929
C 2.34789 -0.50540 -1.20033
C 3.02256 -1.24730 -2.14229
C 3.29930 -0.75568 -3.43401
C 2.86158 0.48323 -3.80161
C 2.17190 1.29874 -2.87406
C 1.72619 2.59344 -3.23505
C 1.11170 3.40448 -2.32420
C 0.92495 2.95846 -1.00265
C 1.32253 1.70249 -0.63296
C 1.93791 0.81847 -1.55516
H 4.02137 -2.71435 0.48647
H 2.77302 -3.70814 -0.29045
H 2.81646 -3.56442 1.46929
H 4.52780 -0.49784 1.36767
H 5.42614 0.86152 3.21300
H 3.89407 1.89369 4.85652
H 1.45139 1.55023 4.64500
H 0.55573 0.15502 2.82383
H 3.34763 -2.25113 -1.89465
H 3.84837 -1.37390 -4.13428
H 3.04821 0.87137 -4.79649
H 1.89140 2.92539 -4.25415
H 0.78167 4.39543 -2.60974
H 0.46700 3.61950 -0.27726
H 1.22888 1.40015 0.40087
*
```



(2)
The following is a DFT calculation (ωB97M-V/def2-TZVPD) of a molecular structure, C30H30Cl2FGeMoN4O2S at a distorted geometry.

Properties
**LUMO energy (spin up / spin down)**: -4.4 / -4.4 eV
**F_max**: 2.01 eV/Å
**E_HOMO (spin up / spin down)**: -11.4 / -11.4 eV
**Electronic energy**: -138617.995 eV

Structure (ORCA input):
```
! wB97M-V def2-TZVPD RIJCOSX def2/J DEFGRID3
* xyz 1 1
Mo 1.43456 -0.65062 0.76694
C 0.49050 1.63806 4.31623
C 0.84586 1.13061 2.96840
N 0.73075 -0.10770 2.62220
N 0.18374 -1.00957 3.49392
C 0.13262 -2.23667 3.02426
N -0.43581 -3.15835 3.80416
S 0.76521 -2.82270 1.47973
C 1.26265 2.06904 1.88223
C 1.24009 3.43683 2.05213
C 1.42658 4.25966 0.94686
C 1.64205 3.68931 -0.29322
C 1.69718 2.30792 -0.38095
N 1.53157 1.51887 0.67905
H 0.36710 0.80970 5.00418
H -0.45037 2.19372 4.26624
H 1.26396 2.31327 4.68437
H -0.82918 -2.88703 4.68967
H -0.54061 -4.10259 3.47957
H 1.04376 3.85225 3.02972
H 1.37656 5.33501 1.05314
H 1.76543 4.29295 -1.18053
H 1.86596 1.81092 -1.32806
Cl -1.80229 1.28862 1.04195
C -2.94835 0.17099 0.24938
Cl -2.69150 -1.50622 0.73854
H -2.79444 0.24366 -0.81954
H -3.94511 0.46043 0.55480
F 3.10050 -0.76476 1.51007
O -1.11850 -0.70610 -2.38913
C -0.11848 -1.02411 -1.82989
O 0.16346 -0.54358 -0.57430
C 0.94304 -1.95594 -2.37585
C 2.24260 -2.05425 -1.57300
Ge 3.95152 -1.96474 -2.61833
C 5.20506 -1.10648 -1.40836
C 4.92352 0.14777 -0.86658
C 5.80046 0.76029 0.01597
C 6.97782 0.11898 0.37339
C 7.27699 -1.12620 -0.16041
C 6.39654 -1.73464 -1.04616
C 3.63659 -0.87814 -4.18903
C 2.95014 -1.41975 -5.27914
C 2.73775 -0.66855 -6.42642
C 3.21350 0.63367 -6.49852
C 3.90885 1.17946 -5.42908
C 4.12137 0.42696 -4.28040
C 4.47872 -3.77314 -3.04195
C 3.83604 -4.88769 -2.50502
C 4.27707 -6.17091 -2.80325
C 5.36595 -6.35258 -3.64274
C 6.01124 -5.25210 -4.19023
C 5.56909 -3.97165 -3.89276
H 1.11769 -1.62002 -3.39936
H 0.46216 -2.93390 -2.44817
H 2.27494 -2.95847 -0.97089
H 2.36364 -1.18220 -0.89254
H 4.01236 0.66940 -1.14773
H 5.57019 1.73880 0.41979
H 7.66303 0.59049 1.06569
H 8.19736 -1.62576 0.11279
H 6.63628 -2.70977 -1.45440
H 2.59110 -2.44332 -5.23926
H 2.21420 -1.10134 -7.26909
H 3.05252 1.21815 -7.39497
H 4.29952 2.18693 -5.49575
H 4.68287 0.85566 -3.45891
H 2.98213 -4.77133 -1.84838
H 3.77061 -7.02746 -2.37750
H 5.71134 -7.35220 -3.87156
H 6.85816 -5.39195 -4.84935
H 6.07626 -3.11880 -4.33185
*
```



(3)
The following is a DFT calculation (ωB97M-V/def2-TZVPD) of a molecular structure, C30H30ClN9O5S2Ti.

Properties
**LUMO energy (spin up / spin down)**: 4.4 / 4.4 eV
**F_max**: 0.62 eV/Å
**E_HOMO (spin up / spin down)**: -0.7 / -2.1 eV
**Electronic energy**: -112553.243 eV

Structure (ORCA input):
```
! wB97M-V def2-TZVPD RIJCOSX def2/J DEFGRID3
* xyz -2 3
Ti -0.62399 -0.88812 0.41142
C -4.01419 0.58524 1.34608
C -2.67892 1.23921 1.12203
N -1.77948 1.12910 2.04224
N -0.65861 1.89733 1.82044
C 0.02687 2.20574 2.88603
S -0.10094 1.76486 4.51146
S 1.37680 3.35850 2.55597
C 0.93309 4.08991 0.95573
C 1.78068 3.70917 -0.22783
C 2.32050 2.43638 -0.37785
C 3.08375 2.12210 -1.49260
C 3.30364 3.06974 -2.48513
C 2.75596 4.33646 -2.35362
C 2.00611 4.65036 -1.22892
C -2.50089 2.06935 -0.09295
C -3.34025 3.13072 -0.39400
C -3.10563 3.93810 -1.50343
C -2.01011 3.66490 -2.31118
C -1.17617 2.59241 -2.03823
C -1.41963 1.76071 -0.94140
O -0.65949 0.70412 -0.72365
H -3.97479 -0.06970 2.21332
H -4.33947 0.01809 0.47354
H -4.75388 1.37251 1.52935
H 0.95677 5.17497 1.07794
H -0.10073 3.78383 0.77259
H 2.13587 1.69338 0.38869
H 3.50196 1.12962 -1.59709
H 3.89653 2.81454 -3.35578
H 2.91468 5.08426 -3.12257
H 1.58072 5.64299 -1.12503
H -4.17197 3.34613 0.26703
H -3.75673 4.77466 -1.72493
H -1.80148 4.29855 -3.16598
H -0.30766 2.37851 -2.65107
N 1.37615 -0.70388 -2.24366
C 2.06977 -1.08107 -1.16612
N 3.36198 -1.38449 -1.36219
C 4.02088 -1.74200 -0.24961
N 5.35282 -2.06605 -0.42851
N 3.53747 -1.85684 0.96537
C 2.22221 -1.55269 1.08411
N 1.45253 -1.11327 0.03188
C 1.53376 -1.73587 2.30134
C 2.15519 -2.17977 3.48662
C 1.39795 -2.37578 4.60448
C 0.01560 -2.10692 4.56161
C -0.52724 -1.64009 3.39307
N 0.18300 -1.47674 2.25897
H 1.79048 -0.88733 -3.13833
H 0.38441 -0.53138 -2.16042
H 5.76365 -1.65056 -1.24788
H 5.89633 -2.00545 0.41623
H 3.22018 -2.35919 3.46348
H 1.85875 -2.72034 5.52283
H -0.61180 -2.20705 5.43452
H -1.57348 -1.37789 3.33412
C 0.82963 -4.06178 -0.39793
C -0.12781 -3.46816 -1.38350
C -0.46553 -3.95190 -2.62967
C -1.46927 -3.09401 -3.14265
C -1.69874 -2.13306 -2.17943
C -2.74153 -1.05740 -2.20095
N -0.86297 -2.34498 -1.10883
H 0.82130 -5.15102 -0.48112
H 0.53408 -3.81994 0.62523
H 1.86286 -3.73052 -0.54063
H -0.06300 -4.84656 -3.08336
H -2.01092 -3.18554 -4.07356
H -3.57792 -1.37459 -2.82710
H -2.38207 -0.09952 -2.58423
H -3.14115 -0.87810 -1.19945
O -3.74596 -2.85684 2.67093
Cl -3.14821 -3.04181 1.37696
O -4.15940 -3.19897 0.37533
O -2.23781 -4.14492 1.38629
O -2.39508 -1.81435 1.07513
*
```